<w>
DFT (ωB97M-V with the def2-TZVPD basis set) results for a single C20H25ClN2O4S2 molecule.

```
54
C20H25ClN2O4S2, DFT ωB97M-V with the def2-TZVPD basis set
C 6.7779 3.9149 -1.1249
C 5.4217 3.2991 -0.8191
O 5.6489 2.0431 -0.2089
C 4.5823 1.3007 0.1864
C 3.2490 1.6539 0.0190
C 2.2379 0.8113 0.4533
C 2.5348 -0.3947 1.0767
N 1.5243 -1.2595 1.5380
C 0.1877 -0.7611 1.7771
C -0.6765 -0.6371 0.5141
O -1.0177 0.4370 0.0556
N -0.9928 -1.8195 -0.0411
C -1.8811 -1.9085 -1.1770
C -3.3220 -2.1626 -0.7394
S -4.4842 -1.9782 -2.1227
C -4.5811 -0.1432 -2.2257
C -5.1263 0.4374 -0.9657
C -4.2805 1.0273 -0.0317
C -4.7852 1.5291 1.1555
C -6.1427 1.4372 1.4115
Cl -6.7791 2.0643 2.8928
C -6.9999 0.8467 0.4953
C -6.4861 0.3474 -0.6856
S 1.7370 -2.9047 1.3712
C 2.1805 -3.1173 -0.3720
O 2.8189 -3.3720 2.1769
O 0.4514 -3.5155 1.5932
C 3.8737 -0.7450 1.2552
C 4.8776 0.0863 0.8105
H 6.6461 4.8847 -1.5961
H 7.3379 3.2659 -1.7924
H 7.3445 4.0375 -0.2061
H 4.8458 3.1695 -1.7462
H 4.8534 3.9503 -0.1406
H 2.9731 2.5831 -0.4534
H 1.2164 1.1157 0.2969
H -0.2929 -1.4599 2.4650
H 0.2597 0.2211 2.2509
H -0.7511 -2.6650 0.4681
H -1.5467 -2.7075 -1.8431
H -1.8173 -0.9524 -1.7037
H -3.4462 -3.1811 -0.3741
H -3.6185 -1.4597 0.0406
H -3.5852 0.2352 -2.4502
H -5.2410 0.0344 -3.0734
H -3.2197 1.1014 -0.2246
H -4.1258 1.9865 1.8760
H -8.0551 0.7789 0.7078
H -7.1442 -0.1247 -1.4000
H 1.4083 -2.6570 -0.9745
H 3.1401 -2.6458 -0.5372
H 2.2391 -4.1812 -0.5630
H 4.1181 -1.6661 1.7568
H 5.9132 -0.1804 0.9481
```

LUMO energy in eV: 0.52
Net charge: 0
SMILES: CCOc1ccc(N(CC(=O)NCCSCc2ccc(Cl)cc2)S(C)(=O)=O)cc1

What are the Löwdin partial charges on each atom? They are as follows, in elementary charge units: -0.065 -0.265 -0.051 -0.270 -0.003 0.003 -0.262 -0.172 -0.082 -0.465 0.042 0.063 -0.232 -0.461 0.866 -0.414 -0.314 -0.045 -0.094 -0.678 0.664 -0.100 -0.043 0.651 -0.090 -0.278 -0.308 -0.030 0.014 0.076 0.077 0.078 0.126 0.126 0.107 0.098 0.129 0.144 0.097 0.120 0.106 0.076 0.071 0.075 0.078 0.095 0.106 0.104 0.117 0.058 0.061 0.072 0.098 0.122

<x>
DFT (ωB97M-V with the def2-TZVPD basis set) results for a single C20H25ClN2O4S2 molecule.

```
54
C20H25ClN2O4S2, DFT ωB97M-V with the def2-TZVPD basis set
C -1.4811 1.0889 -6.0977
C -0.4281 2.1586 -5.8248
O 0.8160 1.6104 -5.4317
C 0.9802 1.1379 -4.1701
C 0.0487 1.2242 -3.1390
C 0.3497 0.7180 -1.8880
C 1.5788 0.1299 -1.6370
N 1.8579 -0.3253 -0.3281
C 2.2992 -1.6801 -0.0868
C 1.0883 -2.5829 0.2002
O 0.8398 -3.5734 -0.4544
N 0.3494 -2.1375 1.2266
C -0.8546 -2.7999 1.6607
C -0.7530 -3.2761 3.1055
S -0.3427 -1.9487 4.2861
C -1.9258 -1.0315 4.3742
C -2.2193 -0.2336 3.1437
C -3.4441 -0.3534 2.4962
C -3.7084 0.3655 1.3439
C -2.7352 1.2107 0.8362
Cl -3.0500 2.0911 -0.6186
C -1.5126 1.3560 1.4727
C -1.2628 0.6318 2.6233
S 2.1964 0.8068 0.8178
C 3.9634 1.1751 0.6350
O 1.4659 2.0007 0.5264
O 1.9900 0.1837 2.0969
C 2.5164 0.0470 -2.6615
C 2.2156 0.5365 -3.9137
H -2.3964 1.5580 -6.4479
H -1.6980 0.5178 -5.1986
H -1.1206 0.4036 -6.8607
H -0.7856 2.8797 -5.0802
H -0.2023 2.7006 -6.7476
H -0.9159 1.6816 -3.2887
H -0.3715 0.7822 -1.0905
H 2.8380 -2.0840 -0.9474
H 2.9474 -1.6796 0.7924
H 0.6689 -1.3314 1.7541
H -0.9967 -3.6628 1.0027
H -1.7070 -2.1221 1.5471
H -1.6866 -3.7396 3.4243
H 0.0599 -3.9938 3.2117
H -2.7182 -1.7485 4.5911
H -1.7934 -0.3755 5.2360
H -4.1995 -1.0180 2.8910
H -4.6574 0.2658 0.8408
H -0.7535 2.0116 1.0754
H -0.3012 0.7231 3.1060
H 4.1043 1.5828 -0.3573
H 4.2225 1.9064 1.3890
H 4.5299 0.2647 0.7775
H 3.4809 -0.4060 -2.4824
H 2.9304 0.4761 -4.7191
```

LUMO energy in eV: 0.43
Net charge: 0
SMILES: CCOc1ccc(N(CC(=O)NCCSCc2ccc(Cl)cc2)S(C)(=O)=O)cc1

What are the Löwdin partial charges on each atom? They are as follows, in elementary charge units: -0.062 -0.244 -0.047 -0.261 0.003 0.002 -0.272 -0.197 -0.082 -0.471 0.065 0.070 -0.220 -0.438 0.875 -0.414 -0.314 -0.052 -0.101 -0.666 0.682 -0.096 -0.051 0.620 -0.097 -0.277 -0.308 -0.013 0.008 0.077 0.068 0.080 0.117 0.123 0.100 0.090 0.130 0.125 0.074 0.123 0.105 0.077 0.075 0.078 0.081 0.116 0.104 0.086 0.100 0.063 0.067 0.061 0.117 0.120

Which one sits at the bottom of the stability order? <w> does.

<w>
DFT (ωB97M-V with the def2-TZVPD basis set) results for 2 unconnected molecules or ions with the total composition C4H13N2OS.

```
21
C4H13N2OS, DFT ωB97M-V with the def2-TZVPD basis set
C 0.2674 1.2744 0.7788
C -0.0847 -0.1458 1.1829
C 0.8169 -1.2056 0.5480
S 2.6729 -0.8484 0.7771
N -1.4958 -0.5453 0.9572
C -1.9520 -0.8454 -0.4709
N -1.5730 0.0675 -1.5888
H 1.1994 1.5088 1.2745
H 0.4991 1.2621 -0.2910
H -0.5114 2.0172 0.9896
H 0.0812 -0.2436 2.2697
H 0.6864 -1.2408 -0.5336
H 0.4996 -2.1708 0.9973
H -2.0387 0.2848 1.1995
H -3.0377 -0.9107 -0.3864
H -1.5259 -1.8112 -0.7006
H -1.9182 0.9912 -1.3389
H -0.5841 0.1778 -1.3665
H 3.0706 1.4008 -1.2929
H 2.4917 0.0963 -1.1987
O 2.4365 0.8868 -1.8063
```

LUMO energy in eV: 3.77
Net charge: -1

What are the Löwdin partial charges on each atom? They are as follows, in elementary charge units: -0.118 -0.516 -0.629 0.199 -0.051 -0.285 0.010 0.038 0.040 0.068 0.119 0.027 0.059 0.073 0.090 0.085 0.050 0.018 0.005 -0.105 -0.178

<x>
DFT (ωB97M-V with the def2-TZVPD basis set) results for 3 unconnected molecules or ions with the total composition C4H13N2OS.

```
21
C4H13N2OS, DFT ωB97M-V with the def2-TZVPD basis set
N -0.1765 -0.5141 -0.9601
C -0.1354 0.3919 0.1856
C -1.6923 0.5556 0.5053
S -2.4906 1.3700 -0.8964
C 0.8179 -0.1502 1.2241
N 3.6907 0.4507 0.5307
C 3.6094 0.2639 -0.8299
H -0.9667 -0.3251 -1.6032
H 0.7088 -0.4402 -1.5142
H 0.2690 1.4036 -0.1592
H -1.8973 1.1192 1.4043
H -2.1569 -0.5118 0.7524
H 1.3413 -1.0741 0.8036
H 1.7317 0.4701 1.3495
H 0.4716 -0.5333 2.2430
H 4.4246 0.6118 -1.4421
H 2.7328 0.1826 -1.6178
H 3.1260 -0.6349 0.1959
H -5.2486 -1.1063 -0.0575
H -3.8956 -0.3175 -0.1773
O -4.2639 -1.2119 0.0631
```

LUMO energy in eV: 2.65
Net charge: -1

What are the Löwdin partial charges on each atom? They are as follows, in elementary charge units: -0.055 -0.556 -0.700 0.229 -0.129 -0.002 -0.200 -0.003 0.038 0.114 0.021 0.081 0.054 0.017 0.087 0.022 0.094 0.123 0.037 -0.091 -0.181

<y>
DFT (ωB97M-V with the def2-TZVPD basis set) results for 2 unconnected molecules or ions with the total composition C4H13N2OS.

```
21
C4H13N2OS, DFT ωB97M-V with the def2-TZVPD basis set
C 0.3343 -0.2456 1.2376
N -1.1015 -0.3178 0.8775
C -1.9015 0.8028 1.3725
N -2.1636 2.1332 0.5761
C 1.4439 -0.5597 0.2470
C 1.5080 0.4605 -0.9896
S 0.0256 0.4499 -2.2114
H 0.7195 0.7475 1.5973
H 0.3678 -0.9202 2.1617
H -1.3148 -0.4819 -0.0950
H -1.5936 1.0972 2.4420
H -2.7838 0.2156 1.4814
H -2.8358 1.7915 -0.0650
H -1.3167 2.2214 -0.0247
H 1.3578 -1.5616 -0.1802
H 2.4725 -0.5196 0.7068
H 1.3958 1.5345 -0.7396
H 2.3532 0.1953 -1.7089
H 0.2494 -1.9771 -2.1427
H 1.8170 -2.3312 -2.2481
O 0.9665 -2.7347 -2.2946
```

LUMO energy in eV: 3.96
Net charge: -1

What are the Löwdin partial charges on each atom? They are as follows, in elementary charge units: -0.282 -0.095 -0.302 -0.004 -0.285 -0.627 0.140 0.108 0.110 0.030 0.114 0.071 0.007 0.026 0.061 0.101 0.005 0.033 -0.010 -0.024 -0.178

Which one sits at the bottom of the stability order? <x> does.

<w>
DFT (ωB97M-V with the def2-TZVPD basis set) results for 2 unconnected molecules or ions with the total composition C2H6N3O2.

```
13
C2H6N3O2, DFT ωB97M-V with the def2-TZVPD basis set
C -1.4783 0.6489 -2.1284
C 1.2858 0.1448 2.0768
N 2.1439 -1.7014 0.7981
N -0.4009 0.4019 -1.1399
N -0.4175 -0.4120 -0.2740
O -1.3655 -1.2615 -0.0962
O 1.6923 -1.3473 1.9257
H -1.4436 1.7371 -2.1684
H -2.4141 0.0551 -1.8063
H -1.2322 0.3926 -3.2206
H 2.2286 0.7640 2.3132
H 0.5185 0.2478 2.7233
H 0.8831 0.3300 0.9967
```

LUMO energy (spin up / spin down) in eV: 3.99 / 4.11
Net charge: -1

What are the Löwdin partial charges on each atom? They are as follows, in elementary charge units: -0.186 -0.047 0.039 -0.164 -0.355 -0.278 -0.302 0.027 0.058 0.055 0.087 0.015 0.053

<x>
DFT (ωB97M-V with the def2-TZVPD basis set) results for 2 unconnected molecules or ions with the total composition C2H6N3O2.

```
13
C2H6N3O2, DFT ωB97M-V with the def2-TZVPD basis set
N -1.2223 -1.5061 2.1526
C -0.6931 -0.5972 1.2079
O 0.5543 -0.6427 1.0485
O -1.5167 0.1013 0.5603
H -0.5128 -1.8250 2.7789
H -2.0835 -1.2151 2.5891
N 0.6852 0.0849 -2.4671
C 0.6536 1.0717 -1.4928
N 1.7410 1.6216 -1.1244
H -0.0220 -0.6211 -2.3386
H 1.5990 -0.2510 -2.7003
H -0.3613 1.2737 -1.1645
H 1.5137 2.3374 -0.4370
```

LUMO energy in eV: 4.41
Net charge: -1

What are the Löwdin partial charges on each atom? They are as follows, in elementary charge units: 0.074 -0.866 -0.110 -0.126 0.046 0.053 0.050 -0.406 0.039 0.073 0.064 0.093 0.017

Which one sits at the bottom of the stability order? <w> does.